Entry 1:
Below is the molecule C4H8N2O, with properties calculated with ωB97M-V/def2-TZVPD.

Element x y z (Å)
C1 0.98869 1.23443 0.82918
N1 0.53363 -0.13200 0.62675
C2 0.69195 -1.60572 -1.08107
C3 -1.12732 -0.18978 0.00576
C4 -1.93516 0.84388 -0.28902
O1 1.44913 -2.24530 -0.23137
N2 0.24898 -0.40421 -0.76593
H1 1.41999 -1.58888 0.56048
H2 0.44483 -2.07422 -2.02358
H3 -1.48673 -1.11002 0.44386
H4 1.16423 1.35107 1.89888
H5 0.24912 1.98040 0.51612
H6 1.92496 1.42353 0.29602
H7 -2.96434 0.79608 0.03681
H8 -1.60196 1.72072 -0.82287

Results
charge	0
E_LUMO (spin up / spin down)	0.29 / 0.29	eV
gap between HOMO and LUMO (spin up / spin down)	0.276 / 0.276	Eh
ΔE to the lowest compared entry with this formula, charge and spin	577.7	kJ/mol
E_HOMO (spin up / spin down)	-7.2 / -7.2	eV



Entry 2:
Below is a structure of composition C16H65N15O17 at a distorted geometry, with properties calculated with ωB97M-V/def2-TZVPD.

Element x y z (Å)
C1 -12.74054 -12.54665 10.49236
O1 -12.55953 -12.87977 11.64530
N1 -13.51918 -11.61566 10.13988
N2 -12.25627 -13.15272 9.43755
H1 -13.99816 -11.04613 10.82275
H2 -13.35074 -11.28542 9.20037
H3 -12.40317 -12.85582 8.48342
H4 -11.57745 -13.87909 9.61559
C2 -11.14130 -12.60371 16.69695
O2 -10.68263 -13.24460 15.81250
N3 -11.22095 -11.23892 16.78010
N4 -11.68730 -13.12045 17.67046
H5 -10.69411 -10.93647 15.97322
H6 -11.44123 -10.68684 17.59667
H7 -12.03025 -12.46781 18.36078
H8 -11.61246 -14.10839 17.86667
C3 -7.96802 -7.79479 14.80523
O3 -7.15554 -8.41183 14.12882
N5 -7.68511 -7.25701 15.96110
N6 -9.20955 -7.77442 14.67337
H9 -8.37766 -6.95224 16.63013
H10 -6.69811 -7.16186 16.15318
H11 -9.71756 -7.64785 15.53709
H12 -9.73711 -8.40869 14.09071
C4 -13.57113 -13.84664 14.59856
O4 -14.35226 -12.97788 14.83745
N7 -12.36665 -13.61607 14.12044
N8 -13.89766 -15.12294 14.63402
H13 -11.89742 -14.44237 13.77816
H14 -11.84450 -12.77840 13.90649
H15 -13.09583 -15.69857 14.41995
H16 -14.83457 -15.48549 14.73816
C5 -7.41112 -10.80354 13.32982
O5 -6.86740 -10.18367 12.44745
N9 -7.64156 -10.37148 14.50450
N10 -7.73730 -12.08962 13.17283
H17 -8.09352 -10.92248 15.22021
H18 -7.52831 -9.37602 14.63227
H19 -7.27762 -12.44875 12.34831
H20 -8.09199 -12.65301 13.93235
C6 -12.23815 -4.26520 11.57579
O6 -12.17594 -3.80746 10.43029
N11 -12.59278 -3.62432 12.62574
N12 -12.06912 -5.49191 11.99293
H21 -12.93751 -2.69516 12.43101
H22 -12.82780 -4.20549 13.41765
H23 -12.17707 -6.26656 11.35392
H24 -12.15427 -5.69304 12.97903
C7 -14.86546 -10.28432 14.06242
O7 -14.95499 -9.11026 14.41675
N13 -14.92965 -10.67316 12.85921
N14 -14.86153 -11.33445 14.76625
H25 -15.03890 -9.96125 12.15115
H26 -14.76587 -11.63589 12.60147
H27 -15.09789 -11.13210 15.72713
H28 -14.57446 -12.21752 14.36891
C8 -8.50630 -9.46339 11.53866
C9 -9.93894 -9.02540 11.80354
C10 -10.79640 -9.27920 10.52221
C11 -12.31904 -8.98052 10.69416
C12 -12.70511 -10.00253 11.77303
C13 -12.02912 -9.89748 13.10334
N15 -10.48146 -9.87544 12.87953
O8 -9.73002 -9.75788 13.99403
C14 -12.55325 -8.60471 13.74122
C15 -12.47868 -11.21650 13.81971
C16 -9.84554 -7.52204 12.19427
H29 -8.14173 -8.87303 10.69803
H30 -8.47752 -10.49841 11.19806
H31 -7.80259 -9.27218 12.34880
H32 -10.38812 -8.44843 9.94668
H33 -10.38656 -10.13273 9.98222
H34 -12.87679 -9.11189 9.76693
H35 -12.78460 -8.06408 11.05677
H36 -12.45057 -10.98896 11.38538
H37 -13.78087 -9.83167 11.81367
H38 -12.21913 -7.68774 13.25581
H39 -13.63195 -8.74272 13.66737
H40 -12.12812 -8.61772 14.74481
H41 -13.28426 -10.91826 14.49068
H42 -12.83891 -12.03297 13.19384
H43 -11.72931 -11.62798 14.49589
H44 -9.84613 -7.52943 13.28425
H45 -10.67653 -6.95108 11.78008
H46 -8.95444 -6.99662 11.85081
H47 -9.13804 -10.49546 13.82930
O9 -12.10426 -6.66509 9.57360
H48 -11.82970 -5.96655 8.97955
H49 -11.33215 -6.83981 10.11170
O10 -8.69632 -10.19271 9.02802
H50 -8.72555 -9.31415 9.40685
H51 -8.11451 -10.68466 9.60743
O11 -13.48478 -8.03686 8.65166
H52 -12.81715 -8.66821 8.38353
H53 -13.03747 -7.46488 9.27535
O12 -8.01777 -5.25937 12.06217
H54 -7.78812 -6.11317 11.69540
H55 -7.19468 -4.91990 12.41361
O13 -7.36012 -10.93824 10.60893
H56 -6.96267 -10.85388 11.47562
H57 -6.62221 -11.10084 10.02132
O14 -10.17626 -12.37510 12.84288
H58 -10.88863 -11.73602 12.82511
H59 -9.43867 -11.92380 12.43237
O15 -9.75459 -8.12438 8.61949
H60 -10.17335 -7.61797 7.92350
H61 -10.45314 -8.67963 8.96584
O16 -9.86449 -5.58597 10.53512
H62 -9.62449 -4.79066 11.01063
H63 -9.18099 -6.21659 10.76178
O17 -14.37470 -9.63194 10.28087
H64 -14.12160 -8.77181 9.94568
H65 -15.27110 -9.75669 9.96920

Results
charge	0
E_LUMO	0.06	eV
gap between HOMO and LUMO	0.254	Eh
E_HOMO	-6.9	eV



Entry 3:
Below is the ion C8H13Br2N4 with charge +1 at a distorted geometry, with properties calculated with ωB97M-V/def2-TZVPD.

Element x y z (Å)
C1 -0.09881 -2.54962 1.42516
C2 1.92166 -1.60687 -0.25096
C3 -0.55701 1.17600 0.33289
C4 1.01526 -3.43274 0.97156
C5 -0.13735 -1.09401 -0.41274
C6 -0.50495 -1.89363 -1.63543
C7 -0.91346 3.36663 1.25286
C8 -0.15911 3.09329 -1.07297
N1 2.07458 -2.63532 0.40123
N2 -0.50377 -1.48915 0.84682
N3 -0.56420 2.47314 0.17279
N4 -0.24187 0.30418 -0.60631
Br1 -0.76161 -2.84210 3.18036
Br2 3.11347 -0.42967 -0.97141
H1 -0.85732 0.75418 1.28535
H2 1.45639 -3.98519 1.80610
H3 0.68142 -4.16495 0.22897
H4 -1.58439 -1.84581 -1.78807
H5 -0.23042 -2.93787 -1.52350
H6 -0.00767 -1.50068 -2.51888
H7 -1.22755 2.80763 2.13049
H8 -0.05459 3.98610 1.51630
H9 -1.72969 4.02038 0.94147
H10 -0.70562 2.67392 -1.91960
H11 -0.37522 4.15729 -1.02745
H12 0.91373 2.96684 -1.23941
H13 0.03812 0.62803 -1.52561

Results
charge	+1
E_LUMO	-3.34	eV
gap between HOMO and LUMO	0.295	Eh
ΔE to the lowest compared entry with this formula, charge and spin	0.0	kJ/mol
E_HOMO	-11.4	eV



Entry 4:
Below is the molecule C5H7N3O3S at a distorted geometry, with properties calculated with ωB97M-V/def2-TZVPD.

Element x y z (Å)
N1 2.35115 -0.23403 -2.43060
C1 2.23680 -0.27600 -1.28282
C2 2.28878 -0.42194 0.12614
S1 3.17735 -1.60044 0.75694
C3 1.45351 0.60427 0.82984
O1 0.70060 1.33586 -0.10514
C4 -0.60558 0.96366 -0.37291
C5 -0.78808 -0.45496 -1.12092
N2 -0.37653 -1.41435 -0.19275
N3 -1.07747 -2.48145 -0.24711
O2 -1.87601 -2.72524 -1.10536
O3 -0.77565 -3.35138 0.73713
H1 0.77849 0.01867 1.57386
H2 2.13711 1.41317 1.22155
H3 -1.01667 1.88186 -0.98390
H4 -1.16616 0.74744 0.54439
H5 -1.84850 -0.62383 -1.29240
H6 -0.21378 -0.48436 -2.07969
H7 0.08486 -3.03246 1.02150

Results
charge	0
E_LUMO	-1.65	eV
gap between HOMO and LUMO	0.295	Eh
ΔE to the lowest compared entry with this formula, charge and spin	560.5	kJ/mol
SMILES	N#CC(=S)COCC/N=[N+](\[O-])O
E_HOMO	-9.7	eV



Entry 5:
Below is a cluster of 2 separate species, C3H11NP in total at a distorted geometry, with properties calculated with ωB97M-V/def2-TZVPD.

Element x y z (Å)
C1 1.35452 -1.68644 -0.00119
C2 -0.05184 3.05051 1.31657
C3 -0.42927 -0.00338 -1.65820
N1 -1.18636 -1.09297 0.73477
P1 0.13332 -0.32462 0.05853
H1 2.21273 -1.39232 -0.60235
H2 0.87340 -2.56199 -0.44171
H3 1.70313 -1.93090 1.00148
H4 -1.09140 2.90516 1.53761
H5 0.24738 3.44542 0.36526
H6 0.67922 2.90551 2.08855
H7 0.41201 0.33633 -2.25884
H8 -1.19596 0.77098 -1.66426
H9 -0.84036 -0.91875 -2.08251
H10 -1.04046 -1.64211 1.57024
H11 -2.07658 -0.61500 0.75686

Results
charge	+1
E_LUMO (spin up / spin down)	-6.82 / -3.97	eV
gap between HOMO and LUMO (spin up / spin down)	0.213 / 0.367	Eh
ΔE to the lowest compared entry with this formula, charge and spin	393.8	kJ/mol
E_HOMO (spin up / spin down)	-12.6 / -14.0	eV



Entry 6:
Below is a cluster of 2 separate species, C6H10 in total at a distorted geometry, with properties calculated with ωB97M-V/def2-TZVPD.

Element x y z (Å)
C1 -0.06029 -1.35619 -0.25642
C2 -0.81675 -0.68417 0.89386
C3 -1.07785 0.78094 0.51789
C4 0.07649 1.47448 0.05268
C5 1.19237 0.86058 -0.37283
C6 1.26574 -0.63989 -0.56653
H1 -0.72100 -1.31123 -1.12816
H2 0.12653 -2.41569 -0.05001
H3 -0.17985 -0.71625 1.80801
H4 -1.72976 -1.22392 1.16317
H5 -1.89920 1.29061 0.98376
H6 -1.60110 1.92182 -0.66236
H7 -0.28338 2.49228 -0.23396
H8 2.07678 1.44612 -0.60352
H9 2.07356 -1.04239 0.05818
H10 1.55771 -0.87710 -1.60375

Results
charge	0
E_LUMO	0.28	eV
gap between HOMO and LUMO	0.291	Eh
ΔE to the lowest compared entry with this formula, charge and spin	399.7	kJ/mol
E_HOMO	-7.6	eV



Looking at energy for the records above, in order, we have -341.78360 -2747.69315 -5679.38846 -982.68775 -516.66475 -234.45028 a.u..